No. 1
75
Properties=species:S:1:pos:R:3:forces:R:3 method="wB97M-V/def2-TZVPD" fmax_ev_per_a=2.0 e_above_lowest_kj_mol=0.0 spin_multiplicity=2 gap_ev="9.13 / 6.40" charge=+3 e_tot_ev=-69307.5620
Tl 11.776077 9.350170 8.752232 -0.1 0.7 0.4
C 14.858056 10.964692 9.954233 -0.9 -0.8 -0.8
C 13.609950 11.807016 9.644281 -0.2 0.6 0.5
N 12.202836 11.221669 9.900174 0.9 0.0 0.0
C 11.729426 11.040134 11.305094 0.7 -0.5 -0.3
C 12.012963 9.632421 11.862202 0.0 0.5 -0.6
N 11.354675 8.578019 11.066194 -0.2 0.2 0.1
C 12.026519 7.306976 11.370374 -0.1 -0.7 0.1
C 11.479436 6.081045 10.642259 -0.2 0.8 -1.1
C 10.769798 6.373132 9.287619 0.5 -0.7 -0.1
N 11.549949 7.234201 8.297278 -0.3 -0.5 -0.3
C 12.941082 6.780340 7.946522 0.3 -0.3 0.5
C 14.159385 7.427676 8.746589 -0.4 -1.1 -0.4
N 13.970891 8.788864 9.235564 -0.7 0.2 0.3
C 15.061115 9.760055 9.000750 0.1 0.5 0.3
H 14.767860 10.554325 10.959968 0.3 0.2 0.3
H 15.722102 11.634424 9.923767 -0.1 -0.2 0.0
H 13.616613 12.140589 8.599616 0.0 -0.2 0.4
H 13.674346 12.706058 10.274980 -0.1 -0.2 -0.1
H 11.546082 11.832612 9.424522 0.0 0.1 0.0
H 10.660868 11.193681 11.263847 -0.3 0.2 0.2
H 12.198477 11.772726 11.957160 -0.1 0.2 0.0
H 11.697277 9.567802 12.886591 -0.2 0.2 0.6
H 13.091837 9.421038 11.872880 -0.3 0.2 0.0
H 10.365317 8.495721 11.334234 0.4 0.2 -0.1
H 11.959682 7.103114 12.435517 0.1 0.1 0.3
H 13.084919 7.434760 11.170695 0.1 -0.1 0.0
H 10.725196 5.623465 11.259549 -0.3 -0.4 0.2
H 12.287654 5.353781 10.524379 -0.2 0.1 -0.1
H 9.767357 6.812161 9.432775 0.5 0.0 -0.1
H 10.619864 5.391274 8.789392 0.0 0.6 0.2
H 11.006605 7.274903 7.417418 0.4 -0.3 0.5
H 13.050591 6.991237 6.903603 0.2 0.2 -0.4
H 13.004056 5.691672 8.009044 -0.1 0.1 0.4
H 14.993540 7.418013 8.043501 0.0 -0.1 0.1
H 14.424340 6.789492 9.596230 0.0 0.0 -0.3
H 13.815094 8.761423 10.246035 0.4 -0.1 -0.4
H 15.075845 10.012235 7.942052 -0.1 0.2 0.0
H 16.007121 9.284238 9.233152 0.3 -0.1 0.1
C 7.340103 11.311928 10.654951 1.3 -0.7 0.2
N 7.428381 11.880874 9.328466 -0.7 0.4 -0.6
C 6.130567 12.414367 8.970086 -0.3 0.7 -0.7
P 8.769733 12.164782 8.500448 1.2 -0.6 1.5
O 9.749026 11.033987 8.566791 -0.5 0.2 -0.6
N 8.220211 12.526552 6.863092 0.3 0.0 0.5
C 7.608717 13.799180 6.581158 0.2 0.0 -1.0
C 8.527558 11.686481 5.755967 0.0 -0.3 -0.4
N 9.544838 13.546145 8.925655 -0.3 0.7 0.1
C 10.707025 13.951672 8.164570 0.7 -1.0 -1.0
C 8.989913 14.633517 9.736451 -0.2 -0.3 0.4
H 6.698970 10.436731 10.635638 -0.2 -0.1 0.0
H 6.958383 12.045874 11.344773 -0.2 0.2 0.4
H 8.338672 11.004398 10.956670 0.0 -0.1 0.3
H 5.356227 11.705548 9.219532 -0.2 -0.2 0.2
H 6.068929 12.559401 7.906717 -0.3 0.0 -0.3
H 5.947291 13.372310 9.454691 -0.2 0.0 0.2
H 7.509409 14.411569 7.458164 -0.1 0.2 0.3
H 6.634215 13.578048 6.131373 -0.1 0.2 0.0
H 8.201986 14.308768 5.791849 -0.2 -0.1 0.4
H 8.855907 10.700292 6.057112 0.2 0.0 0.2
H 9.304045 12.156586 5.123917 -0.3 -0.1 0.1
H 7.610677 11.600732 5.171228 -0.1 0.0 -0.3
H 10.895006 13.162757 7.422864 0.3 0.2 0.0
H 11.615072 14.048969 8.767729 -0.2 0.2 0.1
H 10.545957 14.868856 7.602711 -0.1 0.2 0.1
H 8.672934 15.497690 9.140001 0.1 -0.2 0.0
H 9.731436 14.970202 10.478297 -0.2 -0.1 -0.3
H 8.150357 14.204570 10.268733 -0.3 0.3 0.3
F 12.525130 11.004762 7.168501 -0.2 0.0 0.1
P 12.324321 10.175435 5.700713 0.3 -0.3 0.0
F 11.426627 11.365640 5.209242 -0.2 0.3 -0.2
F 13.169183 8.970273 6.397348 -0.2 -0.2 0.4
F 13.670338 10.801025 5.235528 -0.1 0.2 -0.8
F 11.975392 9.259204 4.484813 0.3 0.4 -0.1
F 10.942192 9.521178 6.512632 0.1 -0.1 0.1

***

No. 2
144
Properties=species:S:1:pos:R:3:forces:R:3 method="wB97M-V/def2-TZVPD" fmax_ev_per_a=1.5 e_above_lowest_kj_mol=2.9 spin_multiplicity=6 gap_ev="7.24 / 5.00" e_tot_ev=-152068.3524
Pt 0.238635 -0.136317 -0.309012 -1.0 0.0 -0.1
C -7.542078 -0.655379 1.029949 0.0 0.0 0.0
C -6.378139 -1.208207 1.866460 0.0 0.0 -0.1
C -6.644787 -2.685583 2.193963 0.0 0.0 0.0
C -6.324316 -0.430660 3.179855 0.0 0.0 0.1
C -5.071269 -1.083547 1.076818 -0.1 0.0 0.0
C -4.005416 -0.319319 1.490534 0.1 0.0 0.0
C -2.833502 -0.246228 0.728733 0.0 0.1 0.1
Se -1.429802 0.863059 1.423671 0.2 0.0 -0.1
C -0.710026 -0.283913 2.801038 0.1 -0.1 -0.1
C -1.486984 -0.704222 3.822923 0.0 -0.1 0.2
C -0.970002 -1.594351 4.801702 0.1 0.0 -0.1
C 0.340779 -2.072663 4.651253 -0.2 0.0 0.0
C 1.183053 -1.701412 3.626298 -0.1 0.0 0.1
C 0.699382 -0.678136 2.705610 -0.3 -0.1 0.2
O 1.437777 -0.130777 1.875046 0.5 0.3 -0.1
C 2.544689 -2.396671 3.507119 0.0 0.1 -0.1
C 3.329282 -2.055873 2.232423 0.0 0.0 0.0
C 2.316780 -3.919260 3.496807 -0.1 0.0 0.0
C 3.404149 -2.011323 4.721830 0.0 0.0 0.0
C -1.866093 -2.010612 5.955487 0.0 0.0 0.0
C -3.132351 -2.674763 5.388067 0.0 0.0 0.0
C -2.257055 -0.753404 6.752068 0.0 0.0 0.0
C -1.181296 -2.994256 6.904759 0.0 0.0 0.0
C -2.677446 -0.884281 -0.518046 0.1 -0.1 -0.1
O -1.617030 -0.772158 -1.287630 -0.2 0.0 0.1
C -3.798260 -1.666044 -0.956899 0.0 0.0 -0.1
C -4.921424 -1.742113 -0.153531 0.0 0.0 -0.1
C -3.743218 -2.388576 -2.313866 0.0 0.0 0.1
C -3.586301 -1.366052 -3.451250 0.0 0.0 0.0
C -2.569862 -3.381761 -2.342171 0.0 0.0 0.0
C -5.022548 -3.183749 -2.590261 0.0 0.0 0.0
H -8.484215 -0.717668 1.586499 0.1 0.0 0.0
H -7.662040 -1.214311 0.098364 0.0 0.0 0.1
H -7.360011 0.391530 0.773159 0.0 0.0 0.0
H -7.559975 -2.789326 2.787091 0.1 0.0 -0.1
H -5.811524 -3.102890 2.766739 -0.1 0.0 0.0
H -6.761125 -3.283363 1.286580 0.0 0.0 0.1
H -7.275717 -0.539765 3.707123 0.1 0.0 0.0
H -6.155678 0.636819 3.012097 0.0 -0.1 0.0
H -5.534218 -0.810598 3.835453 0.0 0.0 0.0
H -4.061561 0.247168 2.412944 0.0 0.0 -0.1
H -2.515072 -0.369754 3.879141 0.0 0.0 0.1
H 0.708725 -2.793237 5.368721 0.0 0.0 0.0
H 2.728108 -2.215741 1.333216 0.0 0.0 0.1
H 4.204504 -2.710323 2.183825 0.0 0.0 0.0
H 3.675675 -1.022505 2.233205 0.0 -0.1 0.0
H 1.659245 -4.206752 2.671994 0.0 0.0 0.0
H 1.871698 -4.280669 4.427268 0.0 0.0 -0.1
H 3.275934 -4.425798 3.366495 0.0 0.0 0.0
H 3.589365 -0.932603 4.735504 0.0 -0.1 0.0
H 4.368752 -2.522307 4.663083 0.0 0.0 0.0
H 2.927080 -2.288757 5.664891 0.0 0.0 -0.1
H -3.710059 -1.986186 4.766777 0.0 -0.1 0.0
H -3.774202 -3.006972 6.208529 0.0 0.0 0.0
H -2.875514 -3.544505 4.776621 0.0 0.0 0.0
H -2.765063 -0.018979 6.122843 0.0 0.0 0.0
H -1.371876 -0.276430 7.182512 -0.1 0.0 0.0
H -2.932574 -1.026122 7.567974 0.0 0.0 0.0
H -0.904100 -3.920967 6.394610 0.0 0.0 0.0
H -1.870340 -3.251294 7.711925 0.0 0.0 0.0
H -0.284714 -2.561338 7.357139 -0.1 0.0 0.0
H -5.755521 -2.338589 -0.502738 0.1 0.0 0.0
H -2.656451 -0.806390 -3.353803 -0.1 0.0 0.0
H -4.424475 -0.660298 -3.449136 0.1 -0.1 0.0
H -3.582532 -1.885658 -4.415771 0.0 0.0 0.1
H -1.623257 -2.859876 -2.221669 0.0 0.0 0.0
H -2.558409 -3.917264 -3.299358 0.0 0.0 0.1
H -2.662513 -4.117451 -1.536070 0.0 0.0 -0.1
H -5.904040 -2.536436 -2.627635 0.0 -0.1 0.0
H -5.188118 -3.961228 -1.837714 0.0 0.1 -0.1
H -4.929899 -3.675889 -3.562224 0.0 0.0 0.1
C 1.739509 -3.418419 -3.030025 0.1 0.0 0.0
C 1.228737 -2.859512 -1.719479 0.0 -0.2 0.0
O 1.446461 -1.658777 -1.529766 0.1 0.3 -0.1
C 0.541561 -3.738990 -0.790966 0.0 0.0 0.0
C 0.522027 -5.129407 -1.052709 0.0 0.0 -0.1
C -0.140022 -6.020908 -0.253508 -0.1 0.0 0.1
C -0.847178 -5.529473 0.862508 0.0 0.0 -0.1
C -0.861327 -4.192261 1.148786 0.0 0.0 0.1
C -0.151861 -3.241789 0.353260 -0.1 0.1 -0.1
O -0.202576 -2.011016 0.723893 0.3 -0.2 0.1
H 2.088413 -2.584708 -3.634784 0.0 0.0 0.0
H 0.954120 -3.959611 -3.559010 0.0 0.0 0.0
H 2.571992 -4.105906 -2.857666 0.0 0.0 0.0
H 1.062916 -5.508969 -1.911109 -0.1 0.0 0.0
H -0.129163 -7.079384 -0.479063 0.0 0.0 0.0
H -1.389857 -6.219375 1.500326 0.0 0.0 0.0
H -1.403443 -3.795107 2.002632 0.0 0.0 -0.1
C 8.806483 1.735539 1.753745 -0.1 0.0 0.0
C 7.401948 1.998164 1.268659 0.0 0.0 0.1
C 6.310672 1.837919 2.116479 0.0 0.0 0.1
C 5.004984 2.047880 1.681127 0.0 0.0 0.0
C 3.866525 1.928025 2.670100 0.1 0.0 -0.2
C 4.803803 2.394477 0.337863 -0.3 0.2 -0.3
Te 2.715074 2.179803 -0.404666 1.5 0.0 0.3
N 0.595048 1.749245 -1.246688 -0.6 0.0 0.0
C 0.080501 2.978883 -1.078699 0.1 0.1 0.0
O 0.780930 3.929403 -0.630837 -0.3 -0.3 -0.1
C -1.319045 3.261734 -1.524609 0.0 -0.1 0.0
C -2.214013 2.230280 -1.796355 0.1 0.0 -0.1
C -3.521802 2.528292 -2.156013 0.0 0.0 0.0
C -3.927923 3.851048 -2.266947 0.0 0.0 0.0
C -3.024268 4.882166 -2.025474 0.0 0.0 0.0
C -1.721679 4.591085 -1.651307 0.0 0.0 0.0
C 3.354388 1.215828 -2.174176 0.0 -0.1 0.1
C 3.041575 1.775307 -3.413878 0.0 0.1 0.0
C 2.382562 3.122809 -3.597275 0.0 -0.2 0.0
C 3.389022 1.064517 -4.559184 0.0 0.0 -0.1
C 4.034695 -0.161058 -4.496811 0.0 0.0 -0.1
C 4.366472 -0.932377 -5.749255 0.0 0.0 0.1
C 4.343790 -0.679382 -3.245985 0.0 -0.1 0.0
C 4.004862 -0.022988 -2.070299 0.1 0.0 0.1
C 4.362276 -0.675064 -0.754456 -0.1 0.2 -0.1
C 5.885439 2.693564 -0.506417 0.0 0.0 0.1
C 5.765694 3.314383 -1.881261 0.0 -0.2 0.1
C 7.170806 2.457314 -0.020398 0.0 0.1 -0.1
H 8.804513 1.077015 2.622670 0.0 0.0 0.0
H 9.301086 2.666964 2.041564 0.0 0.0 0.0
H 9.410635 1.271836 0.972589 0.0 0.0 0.0
H 6.475711 1.540406 3.149359 0.0 0.0 -0.1
H 4.227030 1.562659 3.631741 0.0 0.0 0.0
H 3.088516 1.244218 2.325650 0.0 0.0 0.1
H 3.402289 2.904744 2.835242 0.0 0.0 0.0
H -1.883423 1.197241 -1.745503 -0.1 0.1 0.0
H -4.218840 1.720391 -2.345535 0.0 0.0 0.0
H -4.949613 4.083475 -2.543425 0.0 0.0 0.0
H -3.336049 5.915867 -2.127871 0.0 -0.1 0.0
H -1.008085 5.379334 -1.445970 0.0 0.0 0.0
H 2.208647 3.652758 -2.664260 0.0 0.0 0.1
H 1.415813 3.011982 -4.093069 0.0 0.0 0.0
H 3.007111 3.759385 -4.227521 0.0 0.0 0.0
H 3.145690 1.490263 -5.528517 0.0 0.0 0.0
H 4.328576 -0.292319 -6.630903 0.0 0.0 0.0
H 3.651672 -1.746500 -5.898038 0.0 0.0 0.0
H 5.361184 -1.377254 -5.687568 0.0 0.0 0.0
H 4.845689 -1.640870 -3.177397 0.0 0.0 0.0
H 4.482918 -1.750862 -0.886593 0.0 0.0 0.0
H 3.583265 -0.531207 -0.003935 0.0 0.0 0.0
H 5.295182 -0.269771 -0.353070 0.0 0.0 0.0
H 4.796213 3.780365 -2.031417 -0.1 0.0 0.0
H 5.920601 2.580969 -2.675245 -0.1 0.0 0.0
H 6.525851 4.091057 -1.991588 0.0 -0.1 0.0
H 8.018664 2.662048 -0.672988 -0.1 0.0 0.1

***

No. 3
16
Properties=species:S:1:pos:R:3:forces:R:3 method="wB97M-V/def2-TZVPD" fmax_ev_per_a=7.6 e_above_lowest_kj_mol=0.0 spin_multiplicity=4 gap_ev="5.87 / 4.72" charge=+1 e_tot_ev=-15117.0968
O 2.074239 -5.760068 0.016953 -0.2 0.5 0.3
C 1.073258 -5.383659 -0.556815 1.8 -1.0 1.3
O -0.146547 -5.705698 -0.409577 0.9 -0.8 2.5
Au -0.619304 -5.088000 -2.203024 -5.7 0.2 -5.1
O 1.175304 -4.540896 -1.661681 3.5 1.1 1.4
C 2.374185 -3.755308 -1.842007 0.3 0.4 -0.7
H 2.220299 -3.218712 -2.783778 0.0 -0.1 0.3
H 2.481203 -3.047490 -1.010532 -0.1 -0.3 -0.2
H 3.257809 -4.394900 -1.954852 -0.4 0.0 0.2
C 2.978686 -5.907472 3.253215 -0.5 -0.7 -0.8
C 3.935089 -5.704044 2.384050 -1.8 0.1 1.0
C 4.799226 -5.346185 1.460275 1.5 0.2 -0.9
H 3.027126 -6.729177 3.971475 0.4 0.7 0.7
H 1.975322 -5.461263 3.082518 0.6 -0.5 -0.3
H 5.542163 -4.569696 1.658768 0.3 -0.6 0.2
H 4.853318 -5.883274 0.509870 -0.6 0.6 -0.1

***

No. 4
15
Properties=species:S:1:pos:R:3:forces:R:3 method="wB97M-V/def2-TZVPD" fmax_ev_per_a=7.6 e_above_lowest_kj_mol=642.2 spin_multiplicity=1 gap_ev=8.83 smiles="CN/N=C(/C#N)OC" e_tot_ev=-10773.0918
C -3.481176 0.215140 0.041908 0.9 -0.5 1.4
N -1.908833 -0.352421 0.125238 -6.2 -4.4 -0.3
N -0.922198 0.401620 -0.063493 4.0 1.7 0.0
C 0.366551 0.117089 -0.150538 -3.8 -1.0 0.3
C 1.354015 1.082898 -0.007996 4.5 5.5 -0.3
N 2.292850 1.834384 0.042438 -4.4 -3.2 0.0
O 0.859615 -1.156167 -0.279409 0.4 0.9 1.0
C 2.203783 -1.287264 0.206642 3.1 -3.6 -1.1
H -4.203060 -0.456566 -0.597675 1.9 0.9 1.4
H -3.450184 1.191801 -0.460438 0.2 -0.3 0.3
H -3.900172 0.369823 1.173133 1.1 -0.6 -2.9
H -2.008499 -1.475707 0.071995 1.4 3.3 0.0
H 2.315191 -1.589415 1.427205 -0.6 1.1 -3.5
H 3.091596 -0.355640 -0.134470 -3.2 -3.2 1.1
H 2.386445 -2.387214 -0.513848 0.5 3.3 2.7